Here is C20H33N3O4RuSi3 as an isolated structure from the OMol25 dataset. Energies are from ωB97M-V/def2-TZVPD.

* HOMO (alpha / beta): -15.72 / -15.80 eV
* expectation value of S²: 6.017
* HOMO-LUMO gap (alpha / beta): 9.175 / 6.589 eV
* multiplicity: 5
* net charge: +2
* LUMO (alpha / beta): -6.54 / -9.21 eV

Element x y z (Å)
Ru: -0.150 -0.121 -0.718
C: -3.486 1.480 -2.440
C: -2.961 0.104 -2.628
N: -1.872 -0.437 -2.082
C: -1.809 -1.747 -2.540
C: -2.861 -1.991 -3.363
N: -3.554 -0.815 -3.406
C: -3.399 -3.154 -4.148
O: -2.752 -4.297 -4.078
O: -4.365 -2.954 -4.827
C: -0.743 -2.616 -2.025
O: -0.537 -3.742 -2.383
O: 0.014 -1.993 -1.098
H: -3.148 1.891 -1.491
H: -4.575 1.471 -2.441
H: -3.159 2.135 -3.249
H: -4.408 -0.717 -3.946
H: -1.985 -4.283 -3.464
C: 1.313 -1.562 3.643
Si: 0.721 -1.905 1.915
C: 1.784 -3.227 1.166
C: -1.093 -2.392 1.897
C: 0.810 -0.180 0.948
Si: 2.609 0.190 0.141
C: 2.761 -0.793 -1.440
C: 3.863 -0.280 1.424
C: 2.817 1.988 -0.296
Si: 0.133 1.262 2.049
C: -1.463 0.853 2.892
C: 1.407 1.967 3.191
C: -0.249 2.511 0.666
C: -0.373 3.882 0.808
C: -0.563 4.682 -0.312
C: -0.637 4.091 -1.567
C: -0.542 2.723 -1.659
N: -0.358 1.951 -0.569
H: 1.255 -2.513 4.182
H: 0.699 -0.849 4.191
H: 2.353 -1.234 3.681
H: 1.680 -4.088 1.834
H: 2.847 -2.995 1.116
H: 1.441 -3.542 0.185
H: -1.163 -3.465 1.708
H: -1.690 -1.892 1.129
H: -1.567 -2.196 2.859
H: 2.661 -1.866 -1.288
H: 3.772 -0.586 -1.807
H: 2.091 -0.494 -2.257
H: 3.844 -1.326 1.720
H: 3.771 0.341 2.316
H: 4.844 -0.077 0.983
H: 2.312 2.268 -1.221
H: 3.888 2.127 -0.468
H: 2.529 2.689 0.485
H: -1.332 0.133 3.698
H: -2.215 0.461 2.205
H: -1.864 1.769 3.334
H: 1.707 1.242 3.949
H: 0.963 2.816 3.717
H: 2.299 2.321 2.677
H: -0.299 4.328 1.790
H: -0.643 5.756 -0.209
H: -0.767 4.682 -2.463
H: -0.604 2.217 -2.615

Here is a 2-piece molecular cluster, C2H2ClNO overall from the OMol25 dataset. Energies are from ωB97M-V/def2-TZVPD.

* HOMO: -11.13 eV
* HOMO-LUMO gap: 10.205 eV
* relative energy (zero: lowest compared OMol25 entry of this formula, charge and spin): 48.0 kcal per mole
* LUMO: -0.92 eV

Element x y z (Å)
C: 1.854 1.291 -0.031
C: 1.144 0.092 0.251
N: 2.438 2.277 -0.070
O: -0.165 0.062 -1.158
Cl: 2.008 -1.361 -0.173
H: 0.418 0.028 1.181
H: 0.188 0.618 -1.793

Here is C31H18Cl6N5O3RhS2 as an isolated structure from the OMol25 dataset. Energies are from ωB97M-V/def2-TZVPD.

* HOMO: -7.73 eV
* HOMO-LUMO gap: 6.704 eV
* relative energy (zero: lowest compared OMol25 entry of this formula, charge and spin): 1.5 kcal per mole
* LUMO: -1.02 eV

Element x y z (Å)
Rh: -1.098 -1.320 -0.340
Cl: 0.783 1.381 6.142
C: 0.076 0.586 4.763
C: -1.244 0.121 4.822
C: -1.802 -0.491 3.733
C: -1.098 -0.672 2.514
O: -1.750 -1.266 1.556
C: 0.242 -0.186 2.472
C: 1.133 -0.268 1.348
N: 0.828 -0.752 0.201
C: 1.730 -0.850 -0.881
C: 3.089 -0.721 -0.809
C: 3.877 -0.761 -1.979
C: 3.300 -0.907 -3.205
C: 1.899 -1.074 -3.309
C: 1.226 -1.202 -4.544
C: -0.128 -1.361 -4.565
C: -0.826 -1.422 -3.347
N: -0.226 -1.305 -2.186
C: 1.125 -1.093 -2.141
C: 0.797 0.424 3.619
H: -1.818 0.251 5.730
H: -2.820 -0.854 3.765
H: 2.135 0.129 1.512
H: 3.575 -0.566 0.144
H: 4.949 -0.644 -1.893
H: 3.896 -0.897 -4.108
H: 1.798 -1.161 -5.462
H: -0.678 -1.448 -5.490
H: -1.897 -1.566 -3.326
H: 1.820 0.779 3.573
Cl: -0.822 -3.764 0.118
C: -2.473 -3.616 -0.493
C: -2.766 -2.325 -0.891
C: -3.970 -2.164 -1.557
Cl: -4.360 -0.643 -2.289
C: -4.866 -3.232 -1.703
Cl: -6.374 -2.996 -2.493
C: -4.543 -4.500 -1.216
Cl: -5.644 -5.809 -1.378
C: -3.301 -4.711 -0.618
Cl: -2.808 -6.260 -0.069
N: 3.620 2.966 3.628
C: 3.016 2.923 2.381
C: 1.697 3.365 2.223
C: 1.096 3.348 0.981
C: 1.794 2.883 -0.132
C: 3.110 2.476 0.008
C: 3.718 2.489 1.255
S: 0.978 2.778 -1.703
O: 0.222 3.995 -1.885
O: 1.983 2.421 -2.669
N: 0.020 1.508 -1.519
C: -1.173 1.613 -0.976
S: -2.130 3.066 -0.726
C: -3.342 2.144 0.102
C: -3.022 0.846 0.119
N: -1.826 0.537 -0.509
H: 3.006 2.971 4.425
H: 4.441 2.400 3.754
H: 1.149 3.723 3.086
H: 0.081 3.703 0.871
H: 3.653 2.151 -0.869
H: 4.752 2.179 1.357
H: -4.222 2.608 0.512
H: -3.587 0.046 0.567

In order of appearance, maximum force = 0.34, 5.66, 0.49 eV/Å.